(1)
Below is C3H3NO4 in the gas phase in a non-equilibrium geometry, with properties calculated with ωB97M-V/def2-TZVPD.

Cartesian coordinates (Å):
O  -1.213  -1.312  -0.951
H  1.077  1.956  0.047
N  2.206  0.169  0.134
O  1.582  -1.066  0.095
C  1.127  0.829  0.100
H  2.567  -1.467  -0.480
C  -0.275  0.798  -0.243
O  -1.516  -0.370  1.337
C  -0.932  -0.394  0.100
H  -1.636  -2.105  -0.603
O  -0.974  1.877  -0.435

Forces on atoms 1 to 6 (eV/Å):
1.224 2.250 2.575
2.097 -0.446 0.769
-3.623 0.890 0.779
7.394 -5.311 -3.303
1.231 8.291 -1.186
-4.997 0.167 2.554

## Properties
- Spin multiplicity: 1
- HOMO level: -10.846 eV
- LUMO energy: -1.64 eV
- Charge: 0
- Kohn-Sham gap: 9.21 eV
- Energy above the lowest of the compared OMol25 structures with the same formula, charge and spin: 712.8 kJ/mol
- SMILES string: O=C(O)C(=O)/C=N\O

(2)
Below is a gas-phase ion, C2Br2N2P (charge +1) in a non-equilibrium geometry, with properties calculated with ωB97M-V/def2-TZVPD.

Cartesian coordinates (Å):
P  -0.239  0.148  0.260
Br  -2.364  0.225  -0.386
C  0.522  1.705  -0.311
C  0.518  -1.638  -0.459
N  0.811  -2.735  -0.613
Br  -0.133  -0.304  2.406
N  0.884  2.599  -0.897

Forces on atoms 1 to 6 (eV/Å):
5.123 -2.425 0.468
-5.006 0.252 -1.359
-0.594 -4.083 2.066
-0.564 3.815 1.084
0.068 -0.714 -0.219
0.121 0.498 -0.423

## Properties
- Spin multiplicity: 3
- HOMO level (alpha / beta): -13.214 / -16.763 eV
- LUMO energy (alpha / beta): -6.49 / -11.03 eV
- Charge: +1
- Kohn-Sham gap (alpha / beta): 6.72 / 5.74 eV
- Energy above the lowest of the compared OMol25 structures with the same formula, charge and spin: 38.5 kJ/mol

(3)
Below is 5 unconnected molecules or ions with the total composition CH13N3O4 in a non-equilibrium geometry, with properties calculated with ωB97M-V/def2-TZVPD.

Cartesian coordinates (Å):
O  -1.743  -2.028  -1.553
H  1.312  -0.141  1.085
H  -2.085  -2.738  -0.884
H  -1.706  1.030  2.138
H  -0.171  0.997  2.497
O  1.249  -1.286  -2.023
H  0.450  -1.563  -2.254
O  0.854  1.483  -2.842
C  -0.419  0.650  0.509
N  -1.240  0.930  -0.634
N  0.718  0.137  0.273
H  -1.835  -1.174  -1.046
H  2.298  0.101  3.718
H  1.296  -1.305  -1.076
H  1.236  0.757  -3.221
H  -0.715  0.925  -1.554
H  -2.096  1.328  -0.677
N  -0.850  1.139  1.772
H  1.030  -0.317  4.344
H  0.992  1.129  -1.992
O  1.424  -0.052  3.417

Forces on atoms 1 to 6 (eV/Å):
-1.145 -0.941 2.554
-1.148 0.779 -0.580
1.000 1.961 -1.922
-3.975 -0.488 0.677
0.511 -0.172 -0.065
5.772 1.556 0.104

## Properties
- Spin multiplicity: 1
- HOMO level: -9.305 eV
- LUMO energy: 0.12 eV
- Charge: 0
- Kohn-Sham gap: 9.42 eV
- Energy above the lowest of the compared OMol25 structures with the same formula, charge and spin: 158.5 kJ/mol
- SMILES string: N=C(N)N.O.O.O.O